[1]
The following is a quantum chemistry calculation of C29H34BrF5N2O12S3 as an isolated structure at a distorted geometry, from the Open Molecules 2025 dataset.

Element x y z (Å)
1 C -4.846 3.498 -0.343
2 O -4.903 4.016 1.044
3 C -5.174 2.918 1.993
4 C -3.836 2.430 2.806
5 C -2.476 2.332 1.867
6 C -2.409 0.906 0.994
7 C -1.958 -0.257 2.048
8 C -0.993 -1.481 1.413
9 C -2.007 -1.881 0.179
10 C -2.089 -3.359 -0.431
11 C -2.324 -3.251 -2.086
12 O -1.706 -4.019 -2.985
13 N -3.358 -2.260 -2.644
14 C -2.753 -1.350 -3.689
15 C -1.297 -0.602 -3.589
16 C -0.841 0.388 -4.813
17 C -1.789 0.670 -6.135
18 C -3.262 -0.075 -6.265
19 C -3.704 -1.068 -5.036
20 C 0.496 -0.895 0.917
21 F 0.394 -0.139 -0.392
22 C 0.959 0.357 1.946
23 O 0.641 1.686 1.422
24 C 1.771 2.624 1.520
25 C 2.356 3.205 0.067
26 C 3.593 4.298 -0.042
27 C 4.276 4.862 1.363
28 C 3.706 4.269 2.806
29 C 2.464 3.167 2.905
30 C 1.727 -1.892 0.718
31 C 3.006 -1.092 -0.019
32 C 3.024 -1.167 -1.656
33 N 4.161 -1.078 -2.451
34 S 1.641 -3.504 -0.159
35 O 1.035 -4.720 0.650
36 O 0.911 -3.520 -1.540
37 C 3.340 -4.307 -0.559
38 F 3.690 -4.174 -2.023
39 F 4.418 -3.891 0.356
40 F 3.290 -5.814 -0.399
41 O 2.260 -2.214 2.084
42 S 1.088 -2.738 3.163
43 O 1.297 -4.232 3.629
44 O 1.311 -1.903 4.487
45 C -0.725 -2.552 2.583
46 F -1.185 -3.946 2.396
47 Br -1.618 -2.190 4.394
48 H -5.890 3.725 -0.831
49 H -4.619 2.342 -0.381
50 H -4.024 4.018 -1.006
51 H -5.732 1.998 1.489
52 H -5.926 3.359 2.808
53 H -3.611 3.267 3.617
54 H -4.036 1.418 3.372
55 H -1.566 2.441 2.594
56 H -2.397 3.216 1.074
57 H -1.793 1.018 0.022
58 H -3.540 0.739 0.645
59 H -1.555 0.277 2.982
60 H -3.012 -0.725 2.375
61 H -1.860 -1.164 -0.771
62 H -3.163 -1.671 0.438
63 H -1.243 -4.115 -0.240
64 H -3.082 -3.922 -0.067
65 H -4.044 -2.886 -3.153
66 H -0.612 -0.783 -2.657
67 H 0.186 0.972 -4.756
68 H -1.493 1.403 -7.010
69 H -3.935 0.142 -7.209
70 H -4.752 -1.603 -5.101
71 H 0.580 0.161 3.062
72 H 2.141 0.375 2.121
73 H 1.876 2.851 -0.961
74 H 3.926 4.653 -1.122
75 H 5.160 5.639 1.279
76 H 4.248 4.701 3.774
77 H 2.077 2.793 3.962
78 H 2.971 0.088 0.159
79 H 4.049 -1.393 0.481
80 H 2.000 -1.254 -2.242
81 H 4.986 -0.973 -1.806
82 O 8.527 0.081 0.582
83 S 7.216 0.567 0.113
84 O 6.620 -0.427 -0.798
85 O 7.392 1.845 -0.602
86 O 6.325 0.770 1.270

Values from the calculation:
* net charge: -2
* F_max: 10.6 eV/Å
* total energy: -6404.5487 a.u.
* highest occupied orbital energy: -0.00602 Eh

=====

[2]
The following is a quantum chemistry calculation of C29H34F2N5Ru as an isolated structure, from the Open Molecules 2025 dataset.

Element x y z (Å)
1 Ru 0.684 -0.614 0.510
2 C 0.090 2.195 -0.469
3 C 0.703 1.819 -1.817
4 C 0.410 0.447 -2.380
5 C 0.269 0.361 -3.765
6 C -0.017 -0.848 -4.374
7 C -0.208 -1.956 -3.559
8 C -0.055 -1.807 -2.199
9 N 0.291 -0.647 -1.608
10 N 0.783 1.558 0.665
11 C 0.097 1.811 1.964
12 C 0.770 0.946 2.994
13 C 0.952 1.351 4.302
14 C 1.620 0.508 5.181
15 C 2.098 -0.704 4.713
16 C 1.879 -1.046 3.392
17 N 1.221 -0.248 2.543
18 C 2.158 2.104 0.780
19 C 3.158 1.212 0.133
20 C 4.421 1.681 -0.182
21 C 5.344 0.810 -0.733
22 C 4.955 -0.499 -0.969
23 C 3.673 -0.889 -0.642
24 N 2.779 -0.052 -0.080
25 H -0.963 1.931 -0.416
26 H 0.162 3.282 -0.357
27 H 1.781 1.996 -1.803
28 H 0.319 2.537 -2.542
29 H 0.399 1.255 -4.361
30 H -0.099 -0.920 -5.450
31 H -0.458 -2.928 -3.963
32 H -0.208 -2.656 -1.553
33 H -0.961 1.570 1.869
34 H 0.181 2.866 2.245
35 H 0.585 2.316 4.626
36 H 1.775 0.804 6.210
37 H 2.636 -1.383 5.359
38 H 2.227 -1.995 3.008
39 H 2.423 2.191 1.835
40 H 2.192 3.114 0.365
41 H 4.674 2.717 0.005
42 H 6.341 1.149 -0.982
43 H 5.630 -1.220 -1.408
44 H 3.350 -1.892 -0.851
45 C -4.368 1.290 -0.228
46 N -4.111 0.373 -1.378
47 C -4.534 0.998 -2.669
48 C -2.672 -0.080 -1.435
49 C -2.331 -0.965 -0.258
50 C -3.096 -2.093 -0.065
51 C -2.989 -2.886 1.088
52 C -2.152 -2.498 2.102
53 C -1.344 -1.367 1.927
54 C -1.302 -0.694 0.687
55 H -5.432 1.508 -0.175
56 H -3.819 2.215 -0.394
57 H -4.047 0.813 0.695
58 H -4.690 -0.457 -1.236
59 H -3.903 1.862 -2.865
60 H -5.571 1.314 -2.589
61 H -4.433 0.272 -3.473
62 H -2.076 0.821 -1.478
63 H -2.548 -0.618 -2.377
64 H -3.815 -2.394 -0.823
65 H -3.612 -3.765 1.193
66 H -2.136 -3.026 3.045
67 H -0.772 -1.027 2.770
68 F 0.302 -3.364 0.791
69 C 1.380 -2.604 0.457
70 F 1.830 -3.088 -0.731
71 H 2.182 -2.765 1.184

Values from the calculation:
* net charge: +3
* F_max: 0.5 eV/Å
* total energy: -1692.9314 a.u.
* highest occupied orbital energy (alpha / beta): -0.64741 / -0.64737 Eh

=====

[3]
The following is a quantum chemistry calculation of C29H35AsCoN7SSe as an isolated structure, from the Open Molecules 2025 dataset.

Element x y z (Å)
1 Co 1.722 1.103 -0.521
2 N 0.888 1.469 -2.416
3 C 1.135 2.825 -2.941
4 C 1.116 3.820 -1.789
5 N 1.921 3.348 -0.638
6 C 3.354 3.662 -0.791
7 C 4.141 2.559 -1.469
8 N 3.869 1.284 -0.774
9 C 1.406 3.908 0.633
10 C 1.730 2.987 1.798
11 N 1.257 1.622 1.486
12 H 1.024 0.751 -3.119
13 H -0.092 1.402 -2.108
14 H 0.370 3.114 -3.665
15 H 2.089 2.823 -3.468
16 H 0.085 3.900 -1.446
17 H 1.451 4.809 -2.118
18 H 3.775 3.819 0.205
19 H 3.487 4.601 -1.338
20 H 5.203 2.814 -1.454
21 H 3.851 2.432 -2.510
22 H 4.340 1.284 0.128
23 H 4.262 0.507 -1.295
24 H 0.323 3.982 0.549
25 H 1.802 4.914 0.811
26 H 1.255 3.377 2.701
27 H 2.805 2.941 1.990
28 H 0.230 1.641 1.360
29 H 1.418 1.005 2.278
30 S -1.328 2.189 -0.200
31 C -2.935 1.447 -0.311
32 C -4.068 2.255 -0.427
33 C -5.331 1.700 -0.518
34 C -5.501 0.322 -0.496
35 C -4.389 -0.497 -0.375
36 C -3.117 0.057 -0.275
37 As -1.505 -1.000 -0.216
38 C -2.214 -2.826 -0.269
39 C -2.120 -3.500 -1.484
40 C -2.593 -4.798 -1.619
41 C -3.161 -5.441 -0.529
42 C -3.261 -4.779 0.688
43 C -2.793 -3.480 0.816
44 C -1.108 -0.937 1.705
45 C -0.281 -1.915 2.251
46 C 0.132 -1.849 3.575
47 C -0.285 -0.792 4.377
48 C -1.139 0.168 3.852
49 C -1.555 0.093 2.527
50 H -3.940 3.330 -0.444
51 H -6.192 2.349 -0.608
52 H -6.489 -0.111 -0.570
53 H -4.514 -1.572 -0.353
54 H -1.691 -2.994 -2.344
55 H -2.523 -5.306 -2.572
56 H -3.528 -6.454 -0.627
57 H -3.714 -5.274 1.537
58 H -2.883 -2.971 1.769
59 H 0.014 -2.766 1.645
60 H 0.755 -2.632 3.990
61 H 0.025 -0.739 5.412
62 H -1.499 0.972 4.480
63 H -2.224 0.845 2.130
64 Se 1.262 -2.964 -3.615
65 N 1.877 -4.046 -2.369
66 C 2.083 -3.304 -1.294
67 C 2.630 -3.785 -0.064
68 C 2.817 -2.884 0.927
69 C 2.430 -1.521 0.726
70 N 1.901 -1.033 -0.362
71 C 1.757 -1.912 -1.422
72 N 1.316 -1.522 -2.599
73 H 2.883 -4.831 0.039
74 H 3.231 -3.165 1.884
75 H 2.551 -0.830 1.553

Values from the calculation:
* net charge: +1
* ⟨S²⟩: 3.76
* F_max: 0.4 eV/Å
* total energy: -7927.3649 a.u.
* multiplicity: 4
* highest occupied orbital energy (alpha / beta): -0.33852 / -0.33826 Eh
* energy relative to the best compared isomer or geometry (same formula, charge and spin): 8.5 kcal per mole

=====

[4]
The following is a quantum chemistry calculation of an isolated ion of composition C29H35F14NO3PS3 and charge +1 at a distorted geometry, from the Open Molecules 2025 dataset.

Element x y z (Å)
1 C 5.591 -3.232 2.736
2 C 4.614 -2.451 1.717
3 O 3.444 -1.874 2.351
4 C 2.269 -1.983 1.481
5 C 1.307 -0.659 1.621
6 P 1.837 -0.011 3.329
7 S 0.696 1.397 4.036
8 C 1.742 0.264 0.345
9 C 3.117 1.073 0.390
10 C 3.504 1.562 -1.104
11 C 3.682 3.085 -1.407
12 C 4.006 3.514 -2.856
13 C 4.166 2.510 -4.052
14 C 4.032 0.996 -3.749
15 C 4.185 -0.084 -4.946
16 C 3.712 0.585 -2.296
17 C 0.351 1.067 0.181
18 C 0.246 2.343 -0.759
19 C -1.103 3.177 -0.616
20 C -1.862 3.495 -1.959
21 C -3.158 4.326 -2.030
22 C -3.764 4.903 -0.705
23 C -5.082 5.787 -0.843
24 C -3.029 4.567 0.609
25 C -1.706 3.726 0.695
26 N -0.727 0.007 0.179
27 S -1.302 -0.703 -1.295
28 O -2.735 -1.139 -1.039
29 O -1.398 0.247 -2.466
30 C -0.401 -2.208 -1.909
31 F 0.787 -2.547 -1.229
32 F -1.278 -3.331 -1.770
33 C -0.097 -2.130 -3.508
34 F -1.284 -2.077 -4.274
35 F 0.827 -1.123 -3.822
36 F 0.506 -3.383 -3.843
37 C -0.282 -0.875 1.346
38 C -0.945 -2.307 1.578
39 C -2.472 -2.098 2.007
40 C -3.408 -3.392 1.808
41 F -2.998 -4.067 0.595
42 F -3.097 -4.300 2.850
43 C -4.958 -3.076 1.596
44 F -5.498 -4.172 0.844
45 F -5.168 -1.937 0.754
46 S -6.014 -2.882 3.118
47 F -6.333 -1.279 2.660
48 F -4.776 -2.339 4.085
49 F -5.860 -4.467 3.582
50 F -7.359 -3.306 2.179
51 F -7.047 -2.667 4.407
52 H 6.683 -2.898 2.592
53 H 5.581 -4.350 2.444
54 H 5.290 -3.148 3.831
55 H 4.359 -3.205 0.880
56 H 5.273 -1.649 1.203
57 H 1.731 -2.953 1.748
58 H 2.676 -1.959 0.405
59 H 3.177 0.534 3.245
60 H 1.920 -1.076 4.310
61 H 1.805 -0.302 -0.646
62 H 3.969 0.408 0.795
63 H 3.013 2.011 1.050
64 H 3.548 3.812 -0.532
65 H 4.124 4.618 -3.132
66 H 4.370 2.830 -5.125
67 H 4.950 -0.881 -4.670
68 H 3.161 -0.609 -5.069
69 H 4.387 0.425 -5.950
70 H 3.597 -0.535 -2.044
71 H 0.232 1.538 1.238
72 H 0.392 2.067 -1.858
73 H 1.116 3.055 -0.494
74 H -1.430 3.117 -2.947
75 H -3.615 4.524 -3.067
76 H -4.934 6.485 -1.753
77 H -5.261 6.498 0.046
78 H -6.027 5.179 -1.079
79 H -3.473 4.999 1.576
80 H -1.192 3.539 1.695
81 H -1.581 0.506 0.539
82 H -0.723 -0.266 2.235
83 H -0.411 -2.768 2.495
84 H -0.763 -3.028 0.718
85 H -2.467 -1.909 3.150
86 H -2.951 -1.143 1.567

Values from the calculation:
* net charge: +1
* F_max: 10.3 eV/Å
* total energy: -4339.6841 a.u.
* highest occupied orbital energy: -0.40608 Eh